The following is a DFT calculation (ωB97M-V/def2-TZVPD) of a cluster of 2 separate species, C3H4N2O in total in a non-equilibrium geometry.

ΔE to the lowest compared entry with this formula, charge and spin ... 121.1 kcal/mol
Total charge ... 0
Spin multiplicity ... 1

Positions of all 10 atoms, in Å:
N 1.3732 0.6517 0.0579
C 1.2823 -0.5790 0.2704
O 0.0890 -1.2571 0.0313
C -0.7706 -0.8957 -0.9088
C -2.0421 0.7760 0.3414
N -3.0984 0.5013 0.7167
H 2.3033 1.0011 0.2810
H 2.0211 -1.2738 0.6698
H -0.2888 -0.0376 -1.4505
H -1.0623 1.1358 0.0668


The following is a DFT calculation (ωB97M-V/def2-TZVPD) of an isolated molecule of C4H7NO.

ΔE to the lowest compared entry with this formula, charge and spin ... 69.9 kcal/mol
Total charge ... 0
Spin multiplicity ... 1

Positions of all 13 atoms, in Å:
O 2.0481 0.6961 0.2007
C 0.8519 0.2775 -0.3968
C 0.2732 -1.0672 0.0703
C -1.1125 -0.4138 -0.0445
N -1.1332 0.5075 1.0974
C -0.5036 0.9412 -0.1618
H 2.6140 -0.0854 0.1355
H 0.9539 0.2629 -1.4950
H 0.4873 -1.2296 1.1308
H 0.5889 -1.9230 -0.5268
H -2.0177 -0.7879 -0.5116
H -2.0513 0.9521 1.1368
H -0.8731 1.8222 -0.6779


The following is a DFT calculation (ωB97M-V/def2-TZVPD) of a structure of composition C22H50CaNPSi4 in a non-equilibrium geometry.

DFT total energy ... -84349.6547 eV
Total charge ... 0
Spin multiplicity ... 1

Positions of all 79 atoms, in Å:
C 0.3656 -4.8339 -1.2218
C 1.5024 -3.9995 -1.3068
C 1.4648 -2.6111 -0.9998
C 0.2236 -2.0932 -0.7127
C -0.9133 -2.8437 -0.5557
C -0.8216 -4.2217 -0.7881
C 2.8398 -1.8599 -1.0388
C 2.8539 -0.6530 -2.0039
N 1.5462 0.0070 -2.1175
Ca 0.5706 0.3228 -0.0366
C -2.2565 -2.2974 -0.1539
P -2.2085 -0.4653 -0.6568
H 2.4822 -4.4200 -1.5318
H -1.7109 -4.7970 -0.5580
H 0.4290 -5.9200 -1.4474
H -2.4470 -2.3713 0.9216
H -3.0791 -2.7885 -0.6866
H 3.0897 -1.5500 0.0051
H 3.6583 -2.5262 -1.3869
H 3.6692 0.0545 -1.7620
C -3.8647 -0.0125 0.0260
C -2.8946 -0.9840 -2.3416
H 3.0746 -1.0402 -3.0117
C 0.8142 -0.5215 -3.2894
C 1.7192 1.4699 -2.2444
H -1.1965 0.4269 0.7675
H 1.4718 -0.3355 -4.1642
H 0.6594 -1.6061 -3.2329
H -0.1483 -0.0008 -3.4336
H 2.1723 1.6512 -3.2463
H 0.7468 2.0052 -2.1829
H 2.4724 1.8549 -1.5101
H -3.8804 -1.4141 -2.0921
H -3.0517 -0.1027 -3.0017
H -2.2872 -1.7729 -2.8363
H -4.6149 -0.7282 -0.3563
H -3.8348 -0.0514 1.1259
H -4.0955 1.0204 -0.3081
H -0.8264 1.9607 0.7036
C 0.8835 4.2218 0.7118
Si 0.9315 3.1760 2.3065
C 1.9048 4.1612 3.6185
C -0.7969 2.9080 3.0789
Si 2.3280 1.2885 2.0076
Si 4.5867 1.7037 1.7687
C 5.3269 2.2088 3.4290
C 5.4657 0.1893 1.0727
C 4.7021 3.0391 0.4419
Si 1.9189 -0.2674 3.7094
C 2.0992 0.6544 5.3585
C 0.2559 -1.1782 3.6280
C 3.2335 -1.6239 3.5795
H 0.5060 5.2362 0.9561
H 0.2211 3.7905 -0.0544
H 1.8991 4.3171 0.2890
H 1.3815 5.1020 3.8548
H 1.9997 3.5660 4.5408
H 2.9079 4.4043 3.2347
H -1.5197 2.6119 2.2787
H -0.7484 2.1109 3.8455
H -1.1715 3.8514 3.5443
H 5.2425 1.3833 4.1466
H 6.3941 2.4502 3.3124
H 4.8232 3.0920 3.8425
H 5.1209 -0.0236 0.0507
H 6.5407 0.4073 1.0325
H 5.3092 -0.6963 1.6970
H 4.3623 2.6368 -0.5263
H 4.1003 3.9166 0.7104
H 5.7507 3.3457 0.3415
H 1.3264 1.4292 5.4461
H 1.9887 -0.0253 6.2184
H 3.0881 1.1291 5.4255
H 0.2159 -1.7866 2.7091
H 0.0801 -1.8405 4.4931
H -0.5737 -0.4661 3.5809
H 3.0809 -2.1906 2.6488
H 4.2401 -1.1895 3.5757
H 3.1659 -2.3236 4.4276